This record from the OMol25 dataset describes one molecule with the formula C27H32ClN2O4PS at a distorted geometry. The level of theory is wB97M-V/def2-TZVPD.

```
! RIJCOSX wB97M-V def2-TZVPD def2/J DEFGRID3
* xyz 0 1
C 3.8228 -2.7186 2.5938
C 2.4795 -1.9919 2.4135
C 2.4610 -0.8672 1.3150
C 3.7500 -0.8113 0.4360
C 1.2069 -0.9057 0.4364
C 0.3455 0.1881 0.4969
C 0.5781 1.4112 1.3587
C 1.1213 2.5648 0.4870
O 0.6416 2.7738 -0.6098
C 2.2183 3.4872 0.9733
C 3.3927 2.9686 1.4626
C 4.3875 3.8337 1.8564
C 4.1690 5.1845 1.7521
C 2.9852 5.6855 1.2805
C 1.9800 4.8336 0.8782
C -0.7879 0.1611 -0.2708
C -1.0697 -0.8925 -1.1343
C -0.2296 -1.9698 -1.2483
C -0.6079 -3.0493 -2.2460
C -0.4038 -2.6193 -3.7304
C 0.7313 -1.6068 -3.9498
Cl 1.5344 -1.9995 -5.5351
C 0.9063 -1.9751 -0.4282
P 1.9706 -3.4698 -0.5804
S 3.3135 -3.3341 -2.0021
C -2.4047 -0.5679 -1.8256
O -2.8339 -0.8985 -2.8997
N -3.0302 0.3070 -0.8673
C -3.5520 -0.4583 0.2837
C -5.0579 -0.2620 0.5237
O -5.5363 -0.8500 1.4730
N -5.8486 0.5583 -0.3298
C -7.1991 -0.0073 -0.4677
C -5.9752 1.8913 0.2811
C -1.9578 1.1602 -0.4024
O -2.0497 2.3337 -0.1773
H 4.1901 -3.2018 1.6856
H 4.6110 -2.1003 3.0276
H 3.6513 -3.5383 3.3046
H 2.2484 -1.5294 3.3782
H 1.6978 -2.7175 2.1778
H 2.4717 0.0734 1.8602
H 4.5326 -0.2587 0.9606
H 4.0707 -1.7846 0.0796
H 3.4815 -0.2164 -0.4459
H 1.1635 1.2367 2.2589
H -0.4102 1.7466 1.6997
H 3.5379 1.8934 1.5023
H 5.3359 3.4588 2.2226
H 4.9911 5.8272 2.0508
H 2.8171 6.7524 1.1799
H 1.0510 5.2289 0.4887
H -1.6856 -3.2131 -2.1225
H -0.1394 -4.0136 -2.0690
H -0.2544 -3.5153 -4.3350
H -1.3247 -2.1674 -4.1031
H 1.5233 -1.6888 -3.2071
H 0.3751 -0.5842 -4.0582
H 2.5510 -3.7811 0.6611
H 1.1707 -4.5867 -0.8902
H -3.0644 -0.1613 1.2198
H -3.4022 -1.5371 0.1590
H -7.1642 -1.0579 -0.7620
H -7.7990 0.1064 0.4434
H -7.6914 0.5332 -1.2821
H -6.6514 1.8783 1.1493
H -4.9894 2.2241 0.6248
H -6.3468 2.6061 -0.4561
*
```

Computed properties:
Frontier orbital gap, eV: 8.11
Energy, eV: -72333.469
Highest occupied orbital energy, eV: -8.8457